Formula: C5H10O2
Source: OMol25
Level of theory: ωB97M-V/def2-TZVPD

Total energy in a.u.: -346.92751
Spin multiplicity: 1
Energy above the lowest of the compared OMol25 structures with the same formula, charge and spin in kJ/mol: 257.1
Net charge: 0
Max |F| in eV/A: 2.7

Bonds (Å) are listed after each position.
CARTESIAN COORDINATES (ANGSTROEM)
1 C 2.327 -0.612 0.069  C2 1.322, H7 1.078, H8 1.084
2 C 1.329 0.094 0.573  C1 1.322, C3 1.517, H9 1.086
3 C 0.605 1.244 -0.101  C2 1.517, C4 1.360, H10 1.082
4 C -0.413 0.852 -0.913  C3 1.360, C5 1.498, O6 1.331
5 C -1.491 1.805 -1.330  C4 1.498, H11 1.093, H12 1.091, H13 1.094
6 O -0.540 -0.397 -1.356  C4 1.331, H14 0.968
7 H 2.537 -1.517 0.617  C1 1.078
8 H 2.896 -0.511 -0.848  C1 1.084
9 H 0.934 -0.151 1.555  C2 1.086
10 H 0.609 2.202 0.403  C3 1.082
11 H -2.095 2.267 -0.546  C5 1.093
12 H -0.954 2.570 -1.895  C5 1.091
13 H -2.207 1.258 -1.951  C5 1.094
14 H 0.162 -1.008 -1.088  O6 0.968
15 O -1.070 -2.903 2.504  H16 0.952, H17 0.958
16 H -0.984 -3.015 1.562  O15 0.952
17 H -1.647 -2.178 2.744  O15 0.958